## 1
Here is 15 unconnected molecules or ions with the total composition H31O15 from OMol25. Energies are from ωB97M-V/def2-TZVPD.

The multiplicity is 1. As for the total charge: +1. The calculation puts the molar mass at 271.233 g mol⁻¹. Its LUMO energy is -2.8 eV.

Bonds (Å) are listed after each position.
Positions of all 46 atoms, in Å:
1 O 0.228 -4.408 2.660  H32 0.966, H33 0.975
2 O -3.598 0.107 2.241  H16 0.956, H20 0.960
3 O 1.081 -0.651 2.244  H17 0.995, H27 0.963
4 O 0.871 1.380 -0.021  H37 0.973, H44 0.982
5 O 0.030 -0.414 -3.163  H29 1.055, H40 1.068, H43 0.998
6 O -2.190 -2.700 0.753  H31 0.958, H42 0.965
7 O -0.448 4.867 0.462  H38 0.960, H45 0.964
8 O -2.062 2.471 -0.422  H19 0.961, H23 0.961
9 O 1.913 1.700 -2.917  H28 0.975, H41 0.972
10 O 1.475 -3.443 0.257  H24 0.970, H36 0.970
11 O 1.812 -0.763 -1.371  H26 0.967, H46 0.970
12 O -0.608 2.076 -2.596  H18 0.961, H30 0.970
13 O -1.053 -0.234 3.660  H21 0.961, H22 0.959
14 O -2.063 -0.341 -1.809  H25 0.967, H35 0.962
15 O 4.400 -0.149 -1.444  H34 0.975, H39 0.977
16 H -3.513 1.058 2.265  O2 0.956
17 H 0.397 -0.678 2.965  O3 0.995
18 H -0.217 2.947 -2.489  O12 0.961
19 H -1.760 1.954 0.331  O8 0.961
20 H -3.998 -0.285 3.022  O2 0.960
21 H -1.467 -0.112 4.520  O13 0.961
22 H -1.735 -0.100 3.000  O13 0.959
23 H -2.882 2.938 -0.246  O8 0.961
24 H 1.231 -2.555 -0.048  O10 0.970
25 H -2.620 -0.284 -2.598  O14 0.967
26 H 2.590 -1.129 -1.813  O11 0.967
27 H 1.845 -1.042 2.681  O3 0.963
28 H 1.311 2.467 -2.905  O9 0.975
29 H 0.803 -0.660 -2.489  O5 1.055
30 H -0.708 1.726 -1.697  O12 0.970
31 H -2.796 -2.879 1.473  O6 0.958
32 H 0.963 -3.969 3.108  O1 0.966
33 H 0.554 -4.252 1.755  O1 0.975
34 H 4.781 -0.182 -0.548  O15 0.975
35 H -2.134 -1.221 -1.428  O14 0.962
36 H 1.975 -3.115 1.021  O10 0.970
37 H 1.112 2.094 0.595  O4 0.973
38 H -0.500 5.172 1.371  O7 0.960
39 H 4.809 -1.020 -1.615  O15 0.977
40 H -0.861 -0.492 -2.579  O5 1.068
41 H 1.733 1.493 -3.850  O9 0.972
42 H -1.315 -2.762 1.157  O6 0.965
43 H 0.415 0.495 -3.314  O5 0.998
44 H 0.982 0.724 0.702  O4 0.982
45 H -0.890 4.010 0.444  O7 0.964
46 H 2.108 0.160 -1.325  O11 0.970


## 2
Here is 15 unconnected molecules or ions with the total composition H31O15 from OMol25. Energies are from ωB97M-V/def2-TZVPD.

The multiplicity is 1. As for the total charge: +1. The calculation puts the molar mass at 271.233 g mol⁻¹. Its LUMO energy is -3.0 eV.

Bonds (Å) are listed after each position.
Positions of all 46 atoms, in Å:
1 O 0.020 3.619 1.836  H26 0.936, H42 1.001
2 O 1.892 -2.497 3.375  H23 0.884, H24 0.907
3 O -0.902 -2.415 0.843  H41 1.014, H44 1.016
4 O -0.040 3.308 -0.659  H21 1.039, H32 1.108, H46 1.088
5 O 0.302 -2.678 -3.249  H33 0.933, H36 0.961
6 O -3.708 2.240 0.196  H17 0.909, H38 0.971
7 O 2.264 0.595 -0.936  H19 0.888, H39 1.072
8 O 3.051 -1.139 0.998  H20 0.866, H34 0.931
9 O -0.080 0.697 -1.671  H18 0.929, H45 0.971
10 O 2.347 3.157 -0.128  H22 1.033, H27 0.977
11 O -1.374 1.593 0.218  H35 1.018, H40 1.015
12 O 1.435 -2.858 -0.745  H25 0.996, H29 0.923
13 O 1.938 0.370 -4.365  H31 0.985, H43 0.964
14 O -3.608 -2.465 0.610  H16 0.897, H30 0.952
15 O -2.734 0.227 2.830  H28 0.964, H37 1.060
16 H -3.590 -2.809 1.438  O14 0.897
17 H -4.067 1.444 -0.056  O6 0.909
18 H -0.416 -0.136 -1.911  O9 0.929
19 H 2.746 0.374 -1.649  O7 0.888
20 H 2.729 -1.120 1.802  O8 0.866
21 H 0.775 2.823 -1.085  O4 1.039
22 H 3.019 3.043 0.649  O10 1.033
23 H 1.696 -2.044 2.642  O2 0.884
24 H 1.913 -3.370 3.129  O2 0.907
25 H 0.454 -2.690 -0.730  O12 0.996
26 H 0.816 3.774 2.303  O1 0.936
27 H 2.234 2.222 -0.387  O10 0.977
28 H -2.181 -0.274 2.221  O15 0.964
29 H 1.717 -2.702 -1.611  O12 0.923
30 H -3.852 -3.232 0.100  O14 0.952
31 H 2.009 -0.324 -3.669  O13 0.985
32 H -0.555 2.724 0.130  O4 1.108
33 H 0.651 -2.979 -4.060  O5 0.933
34 H 3.980 -1.120 1.058  O8 0.931
35 H -1.509 0.744 -0.327  O11 1.018
36 H -0.555 -3.003 -2.959  O5 0.961
37 H -3.301 -0.611 3.148  O15 1.060
38 H -4.001 2.829 0.910  O6 0.971
39 H 2.555 -0.147 -0.220  O7 1.072
40 H -2.247 2.087 0.375  O11 1.015
41 H -1.905 -2.359 0.705  O3 1.014
42 H -0.734 3.047 2.161  O1 1.001
43 H 1.074 0.569 -3.987  O13 0.964
44 H -0.686 -3.145 1.516  O3 1.016
45 H 0.384 0.503 -0.840  O9 0.971
46 H 0.042 4.127 0.053  O4 1.088


The structure with the most favorable energy is 1; the runner-up is 4.114 eV above it.


## 1
Here is 2 unconnected molecules or ions with the total composition C4H6O4 from OMol25. Energies are from ωB97M-V/def2-TZVPD.

The multiplicity is 1. The calculation puts the molar mass at 118.088 g mol⁻¹. Its LUMO energy is -0.7 eV.

Bonds (Å) are listed after each position.
Positions of all 14 atoms, in Å:
1 O 1.135 0.945 -1.715  C6 1.182
2 O 1.365 -1.482 1.033  C8 1.359, H14 0.974
3 O 0.392 1.536 0.589  C6 1.675, C7 1.311
4 O 0.080 -1.835 -0.783  C8 1.198
5 C -1.624 0.539 -0.307  C7 1.495, H10 1.092, H11 1.096, H13 1.089
6 C 1.325 0.756 -0.564  O1 1.182, O3 1.675, H12 1.087
7 C -0.486 0.565 0.662  O3 1.311, C5 1.495, H9 1.096
8 C 0.576 -1.079 0.003  O2 1.359, O4 1.198
9 H -0.670 0.152 1.660  C7 1.096
10 H -1.276 0.578 -1.341  C5 1.092
11 H -2.217 1.442 -0.129  C5 1.096
12 H 2.207 0.680 0.068  C6 1.087
13 H -2.245 -0.345 -0.168  C5 1.089
14 H 1.439 -2.453 0.992  O2 0.974


## 2
Here is 2 unconnected molecules or ions with the total composition C4H6O4 from OMol25. Energies are from ωB97M-V/def2-TZVPD.

The multiplicity is 1. The calculation puts the molar mass at 118.088 g mol⁻¹. Its LUMO energy is 0.4 eV. As for the SMILES: CC(=O)OO.C=C=O.

Bonds (Å) are listed after each position.
Positions of all 14 atoms, in Å:
1 O 0.410 -0.268 2.252  O2 1.421, H12 0.981
2 O 0.545 -0.937 1.005  O1 1.421, C5 1.554
3 O -2.435 -1.143 0.126  C8 1.150
4 O 1.981 0.643 0.166  C5 1.216
5 C 0.940 0.076 -0.104  O2 1.554, O4 1.216, C7 1.503
6 C -1.155 0.985 0.137  C8 1.357, H10 1.084, H11 1.081
7 C 0.699 -0.532 -1.457  C5 1.503, H9 1.088, H13 1.089, H14 1.090
8 C -1.799 -0.199 0.294  O3 1.150, C6 1.357
9 H 1.612 -0.977 -1.845  C7 1.088
10 H -1.707 1.744 -0.404  C6 1.084
11 H -0.745 1.422 1.037  C6 1.081
12 H 1.257 0.215 2.356  O1 0.981
13 H -0.061 -1.312 -1.426  C7 1.089
14 H 0.459 0.284 -2.139  C7 1.090


The structure with the most favorable energy is 1; the runner-up is 1.899 eV above it.


## 1
Here is a single C4H6O4 molecule from OMol25. Energies are from ωB97M-V/def2-TZVPD.

The multiplicity is 1. The calculation puts the molar mass at 118.088 g mol⁻¹. Its LUMO energy is 0.4 eV. As for the SMILES: C=C(O)[C@H](O)C(=O)O.

Bonds (Å) are listed after each position.
Positions of all 14 atoms, in Å:
1 O -1.600 -0.594 1.179  C5 1.391, H9 0.975
2 O 0.514 -1.742 0.084  C7 1.450, H13 0.981
3 O 1.386 1.265 -1.656  C6 1.222
4 O 2.468 -0.522 -0.773  C6 1.363, H11 0.990
5 C -0.814 0.233 0.382  O1 1.391, C7 1.516, C8 1.340
6 C 1.347 0.197 -1.063  O3 1.222, O4 1.363, C7 1.544
7 C 0.074 -0.531 -0.582  O2 1.450, C5 1.516, C6 1.544, H14 1.094
8 C -0.879 1.563 0.529  C5 1.340, H10 1.085, H12 1.087
9 H -2.159 -0.035 1.750  O1 0.975
10 H -1.536 2.037 1.250  C8 1.085
11 H 2.164 -1.340 -0.307  O4 0.990
12 H -0.276 2.239 -0.073  C8 1.087
13 H -0.193 -1.922 0.741  O2 0.981
14 H -0.495 -0.847 -1.462  C7 1.094


## 2
Here is a single C4H6O4 molecule from OMol25. Energies are from ωB97M-V/def2-TZVPD.

The multiplicity is 1. The calculation puts the molar mass at 118.088 g mol⁻¹. Its LUMO energy is 0.8 eV. As for the SMILES: O=CC1OCOCO1.

Bonds (Å) are listed after each position.
Positions of all 14 atoms, in Å:
1 O 1.874 -1.476 0.314  C6 1.209
2 O -1.357 -0.469 0.362  C5 1.480, C8 1.413
3 O -0.268 0.728 -1.313  C7 1.370, C8 1.352
4 O 0.450 0.901 0.851  C5 1.392, C7 1.407
5 C -0.708 0.360 1.402  O2 1.480, O4 1.392, H9 1.188, H10 1.171
6 C 1.070 -1.079 -0.497  O1 1.209, C7 1.578, H13 1.074
7 C 0.765 0.469 -0.450  O3 1.370, O4 1.407, C6 1.578, H14 1.081
8 C -1.451 0.400 -0.748  O2 1.413, O3 1.352, H11 1.195, H12 1.132
9 H -0.502 -0.316 2.358  C5 1.188
10 H -1.384 1.287 1.637  C5 1.171
11 H -2.015 1.427 -0.511  C8 1.195
12 H -2.010 -0.143 -1.569  C8 1.132
13 H 0.605 -1.692 -1.246  C6 1.074
14 H 1.657 1.054 -0.626  C7 1.081


## 3
Here is a single C4H6O4 molecule from OMol25. Energies are from ωB97M-V/def2-TZVPD.

The multiplicity is 1. The calculation puts the molar mass at 118.088 g mol⁻¹. Its LUMO energy is 0.5 eV. As for the SMILES: O=C(O)CCC(=O)O.

Bonds (Å) are listed after each position.
Positions of all 14 atoms, in Å:
1 O -0.905 -0.689 2.823  C7 1.415, H14 1.008
2 O 1.422 -1.221 -1.566  C8 1.233
3 O 0.523 0.423 -2.818  C8 1.322, H13 1.045
4 O -1.885 0.805 1.352  C7 1.200
5 C 0.461 0.774 -0.474  C6 1.568, C8 1.546, H10 1.037, H11 1.075
6 C 0.068 -0.330 0.569  C5 1.568, C7 1.539, H9 1.146, H12 1.075
7 C -0.991 0.050 1.619  O1 1.415, O4 1.200, C6 1.539
8 C 0.877 -0.119 -1.666  O2 1.233, O3 1.322, C5 1.546
9 H -0.623 -0.939 -0.113  C6 1.146
10 H 1.187 1.289 0.056  C5 1.037
11 H -0.406 1.402 -0.571  C5 1.075
12 H 1.011 -0.712 0.913  C6 1.075
13 H 0.950 -0.166 -3.568  O3 1.045
14 H -1.688 -0.567 3.445  O1 1.008


## 4
Here is a single C4H6O4 molecule from OMol25. Energies are from ωB97M-V/def2-TZVPD.

The multiplicity is 1. The calculation puts the molar mass at 118.088 g mol⁻¹. Its LUMO energy is -0.2 eV.

Bonds (Å) are listed after each position.
Positions of all 14 atoms, in Å:
1 O 1.536 -1.918 0.759  C7 1.145
2 O 1.364 0.770 -0.506  O4 1.452, C5 1.678
3 O -1.594 -1.070 1.069  C8 1.307
4 O 1.711 1.475 0.715  O2 1.452, H10 0.968
5 C 0.016 -0.178 -0.191  O2 1.678, C6 1.507, C7 1.363, C8 1.824
6 C -0.695 -0.230 -1.519  C5 1.507, H9 1.092, H12 1.091, H13 1.089
7 C 0.856 -1.168 0.225  O1 1.145, C5 1.363
8 C -1.078 0.119 1.238  O3 1.307, C5 1.824, H11 1.100, H14 1.100
9 H -0.051 -0.589 -2.325  C6 1.092
10 H 2.668 1.577 0.615  O4 0.968
11 H -1.638 1.015 0.932  C8 1.100
12 H -1.013 0.786 -1.760  C6 1.091
13 H -1.551 -0.898 -1.425  C6 1.089
14 H -0.532 0.309 2.173  C8 1.100


The structure with the most favorable energy is 3; the runner-up is 0.463 eV above it.